# 1
Below is one molecule with the formula C11H10O3 at a distorted geometry, with properties calculated with the ωB97M-V functional and the def2-TZVPD basis.

Cartesian coordinates (Å):
C  -2.95  -0.73  -1.10
C  -1.74  -1.46  -0.93
C  -3.07  0.04  0.04
C  -1.17  -1.05  0.27
C  0.28  1.56  0.73
C  0.61  0.73  1.88
C  0.59  1.25  -0.53
C  0.53  -0.58  2.10
C  2.52  -0.31  -0.18
C  1.50  0.17  -0.89
C  0.04  -1.48  1.03
O  3.39  -1.20  -0.67
O  -2.03  -0.18  0.85
O  0.47  -2.60  0.77
H  -3.71  -0.65  -1.81
H  -1.23  -2.16  -1.50
H  -3.96  0.68  0.26
H  -0.30  2.42  1.06
H  1.03  1.45  2.72
H  0.28  1.94  -1.28
H  0.97  -1.20  2.82
H  2.76  -0.04  0.84
H  1.56  0.01  -2.07
H  3.24  -1.76  -1.40

As for the maximum force: 6.58 eV/A. Its spin multiplicity is 3. The orbital gap (spin up / spin down) is 6.009 / 6.138 eV. As for the total energy: -17704.954 eV. The value obtained for the energy above the lowest of the compared OMol25 structures with the same formula, charge and spin is 0.293 eV. Its expectation value of S² is 2.016. For the HOMO energy (spin up / spin down), the calculation gives -0.2041 / -0.3134 Eh.

natural (NBO) population analysis, charges in e, atoms 1 to 4: C -0.3238; C -0.2483; C 0.1016; C 0.1665

# 2
Below is C4H11CsNO as an isolated structure at a distorted geometry, with properties calculated with the ωB97M-V functional and the def2-TZVPD basis.

Cartesian coordinates (Å):
Cs  -0.31  2.91  -2.12
C  0.71  -0.59  1.94
C  0.51  -0.09  0.51
C  -0.96  -0.05  0.21
O  -1.29  0.27  -1.16
C  -0.85  -0.71  -2.08
N  1.16  1.23  0.25
H  0.37  -1.62  2.04
H  0.13  0.00  2.66
H  1.76  -0.55  2.23
H  1.02  -0.79  -0.16
H  -1.40  0.77  0.78
H  -1.43  -1.00  0.46
H  0.22  -0.57  -2.29
H  -1.40  -0.55  -3.01
H  -1.08  -1.72  -1.72
H  0.73  1.92  0.86
H  2.10  1.13  0.61

As for the maximum force: 1.03 eV/A. The orbital gap is 10.202 eV. As for the total energy: -8406.705 eV. Its total charge is +1. The value obtained for the energy above the lowest of the compared OMol25 structures with the same formula, charge and spin is 0.000 eV. For the HOMO energy, the calculation gives -0.4979 Eh.

natural (NBO) population analysis, charges in e, atoms 1 to 4: Cs 0.9898; C -0.6265; C -0.0920; C -0.0718

# 3
Below is a 8-piece molecular cluster, C10H24Cl10N3O6 overall at a distorted geometry, with properties calculated with the ωB97M-V functional and the def2-TZVPD basis.

Cartesian coordinates (Å):
N  -0.77  -0.49  0.18
H  -0.60  -0.63  -0.82
H  -1.49  0.25  0.31
H  0.06  -0.34  0.73
H  -1.21  -1.42  0.36
N  -4.36  0.75  1.08
O  -4.72  -0.22  1.78
O  -3.17  0.83  0.69
O  -5.23  1.59  0.76
N  -2.22  -4.01  1.44
O  -1.96  -5.14  0.90
O  -1.65  -2.99  1.02
O  -3.10  -4.00  2.30
Cl  3.27  -6.19  0.44
C  2.85  -4.58  -0.18
C  1.39  -4.49  -0.59
Cl  1.13  -2.81  -1.19
H  3.48  -4.41  -1.05
H  2.98  -3.80  0.57
H  0.74  -4.70  0.25
H  1.16  -5.20  -1.38
Cl  4.71  1.21  3.32
C  5.04  -0.48  2.94
C  3.82  -1.35  3.19
Cl  2.49  -1.07  2.08
H  5.83  -0.81  3.62
H  5.55  -0.57  1.99
H  3.44  -1.17  4.19
H  4.09  -2.40  3.12
Cl  0.89  1.83  1.94
C  1.02  2.98  3.27
C  -0.25  2.89  4.10
Cl  -0.37  4.35  5.16
H  1.14  3.97  2.85
H  1.84  2.71  3.93
H  -0.21  2.04  4.78
H  -1.17  2.75  3.54
Cl  -0.58  -0.11  -3.26
C  -0.10  0.62  -4.79
C  -1.02  0.28  -5.96
Cl  -2.58  1.10  -5.70
H  0.91  0.26  -4.99
H  0.00  1.70  -4.67
H  -1.23  -0.79  -5.96
H  -0.57  0.59  -6.90
Cl  -1.06  4.86  -3.72
C  -2.46  4.67  -2.65
C  -2.60  3.27  -2.12
Cl  -1.22  2.67  -1.17
H  -3.37  4.83  -3.22
H  -2.40  5.51  -1.97
H  -2.65  2.60  -2.99
H  -3.50  3.04  -1.56

As for the maximum force: 3.13 eV/A. The orbital gap is 7.062 eV. As for the total energy: -152734.640 eV. Its total charge is -1. The value obtained for the energy above the lowest of the compared OMol25 structures with the same formula, charge and spin is 0.000 eV. For the HOMO energy, the calculation gives -0.1892 Eh.

natural (NBO) population analysis, charges in e, atoms 1 to 4: N -0.9077; H 0.4220; H 0.4895; H 0.4234